256
Properties=species:S:1:pos:R:3:forces:R:3 method="wB97M-V/def2-TZVPD" gap_ev=9.00 total_charge=+4 e_tot_ha=-6499.463035 homo_ev=-14.68
H -1.600 4.331 -7.925 0.248 0.052 0.134
C -1.150 4.692 -3.536 0.211 0.004 0.374
C 2.206 -5.567 -2.510 -1.539 -0.509 0.561
O -3.135 4.143 3.459 -0.172 -0.833 0.037
H 0.647 11.608 10.626 -0.586 -0.053 -1.221
C 4.362 -3.956 4.878 -0.940 0.119 1.671
H -5.982 -0.686 -4.859 0.192 0.715 0.099
H -6.716 6.623 3.936 -0.373 -0.249 -0.147
H 2.610 11.348 11.720 -1.625 0.253 0.425
H -0.666 9.131 -3.486 -0.701 -1.033 0.182
H -0.949 1.543 -2.844 0.633 -0.447 0.878
C 0.336 -6.302 -6.217 1.192 1.046 -0.123
H -6.606 -0.639 -1.940 0.581 0.394 0.638
O 1.256 -0.843 -1.853 -0.471 -0.503 -0.383
H 0.471 11.962 8.879 -1.327 1.623 -2.174
C -5.159 1.930 -4.605 -1.536 1.287 0.570
H 4.239 -3.246 -6.406 0.923 -1.416 -0.377
O -3.331 0.967 -1.217 -0.794 -0.674 0.309
F 1.884 -6.897 -2.568 -0.364 1.611 0.434
O -3.156 3.134 -1.219 -0.729 0.896 0.456
C -0.971 -10.266 4.206 0.160 0.667 -0.054
H -0.236 0.034 2.478 0.375 -0.658 0.373
C 0.912 -3.135 3.796 -0.144 -0.449 0.135
H -4.231 -0.497 -2.141 -0.236 -1.252 -0.012
C -2.789 3.693 2.126 -0.225 2.337 1.070
C -6.161 -0.070 -3.946 -0.475 -1.727 -0.881
H -2.341 -5.086 -3.432 -0.231 -0.275 -0.977
O -3.680 -2.980 -5.728 1.592 0.718 -0.186
H 4.169 3.596 -1.941 -0.439 0.354 -0.310
H 2.419 5.709 0.402 0.007 0.136 0.058
C 5.343 -4.332 3.834 -0.274 -2.029 0.821
H 3.877 1.385 -3.247 0.119 0.472 0.038
H -6.177 2.326 -4.722 -0.070 -0.194 -0.321
H 2.653 -2.300 -2.147 -0.059 -0.199 0.239
H -1.214 5.366 1.763 0.786 -0.126 1.173
H -2.573 -1.103 0.619 0.572 0.809 -0.733
H -1.024 -11.937 2.846 -0.224 -0.534 -0.008
H 0.177 -10.798 2.405 0.175 0.507 0.052
C -1.265 3.432 -7.400 -0.652 1.413 -0.058
H -4.282 6.879 -0.226 -0.084 1.340 -0.275
H 5.999 10.278 4.934 -0.184 0.623 1.365
O -5.603 6.262 2.332 -0.217 0.552 1.295
H 3.902 -4.844 5.327 0.214 -0.220 -0.285
C -6.100 -1.086 -2.791 0.185 1.609 0.283
H 5.233 -3.255 0.579 1.262 0.472 0.578
O 2.660 -0.250 2.029 -0.657 0.102 -0.336
H -1.088 -5.715 -10.472 0.652 0.056 -0.841
H -0.894 2.393 -5.051 -0.386 0.110 0.683
H 0.907 10.321 9.450 -0.351 0.013 -0.504
H -3.052 3.419 5.380 0.145 0.485 0.552
C -5.225 2.141 -0.327 0.771 0.986 0.962
C 2.996 1.510 3.659 -0.843 0.528 -1.989
H -2.626 -10.371 0.103 0.592 -0.233 0.379
C 0.954 3.643 -4.544 1.079 -0.947 -0.997
C -2.232 -1.177 -7.163 -0.946 -2.645 -0.697
H 5.681 2.706 -1.866 -0.210 0.046 0.215
H -3.942 5.210 -0.272 -0.126 -0.339 -0.158
O -0.901 7.014 -3.597 -0.476 0.575 1.057
H 5.798 -0.231 -3.438 -0.488 -0.738 1.214
C -2.264 -4.607 -2.491 0.324 0.335 1.505
H -2.901 -6.343 2.552 -0.308 -0.419 -0.224
C 1.850 -2.804 -7.159 -0.863 -1.738 0.849
H -0.638 2.302 -0.497 0.474 0.807 0.388
N 0.338 4.541 -3.574 -0.786 -0.488 2.251
C -4.236 6.021 0.386 0.601 -1.284 0.947
H -2.974 -10.012 3.801 -0.410 0.066 0.042
H 3.521 -1.766 4.029 -0.233 0.051 -0.832
C -0.214 0.343 0.334 -2.580 -0.811 -0.458
H 2.647 -4.735 -6.911 1.258 -0.776 -0.718
O 3.957 -3.911 -3.374 -0.263 -0.595 0.031
C 6.524 9.830 5.799 5.283 -2.946 -3.719
H -6.635 4.876 3.630 -0.115 0.733 -0.964
H 3.260 -0.283 -0.041 0.252 0.167 0.479
C -3.150 3.047 4.384 0.701 -1.291 -1.056
H -3.734 3.386 1.577 1.402 0.023 0.434
H -3.693 -9.232 6.109 0.460 -0.152 -0.379
H 3.032 4.105 0.714 0.760 -0.352 -0.144
H -6.309 6.031 0.401 -0.376 0.029 0.156
H -1.740 -7.303 4.802 0.115 -0.051 -0.066
H -5.619 4.597 1.164 -0.055 0.328 0.116
H -0.402 1.714 1.981 0.093 -0.290 0.012
H 6.109 -5.060 4.168 -0.312 0.441 0.134
O -2.656 -1.061 -4.607 0.061 -0.831 -0.302
C -2.723 -7.732 5.021 0.549 0.787 0.894
H 5.786 -3.493 3.433 1.485 2.094 -0.815
C -2.504 -0.678 1.616 -1.441 -0.923 0.912
C -6.756 5.879 3.131 1.651 0.332 1.028
H -7.192 0.372 -4.086 0.898 -0.348 0.505
H 1.551 -4.906 -5.263 0.302 -0.210 0.678
H -4.631 2.783 -4.221 0.717 0.112 0.619
H 1.155 -7.016 -6.431 -0.172 0.712 0.258
C 4.617 2.689 -1.591 1.636 -0.772 -0.958
H 4.519 2.669 -0.532 0.061 0.021 0.990
H 0.719 1.514 -2.065 0.249 0.684 -0.499
H -4.755 1.694 -5.541 0.583 -0.687 -1.548
O 3.194 -5.728 -4.808 -0.858 -0.067 -1.656
O -3.520 -7.845 3.921 -0.744 0.471 -1.526
C -3.740 -6.607 3.207 0.273 0.165 1.669
H -1.469 -5.584 -6.946 -0.185 0.351 -0.255
F -3.020 -1.666 -8.177 0.722 0.632 1.111
C 0.056 -0.417 -2.490 -1.043 0.120 -0.275
C -4.781 -2.349 -1.180 1.434 0.791 -1.772
H 2.049 1.571 4.184 -0.066 0.179 0.458
H 1.822 -2.644 5.631 0.074 -0.908 -0.109
H 4.333 -2.053 -5.163 0.038 0.258 0.764
H 1.416 -2.320 -3.294 -0.535 -0.271 -0.918
H 0.081 -3.373 1.057 0.019 0.430 -0.254
H 7.079 9.129 8.505 1.437 1.607 0.702
C -5.532 5.699 1.096 -0.351 -1.553 -1.323
H 3.750 12.234 10.984 1.342 0.776 -0.294
H -3.801 -5.801 3.963 -0.098 -0.186 -0.292
H 1.649 4.627 1.612 -0.065 0.361 0.383
H 4.274 10.482 8.858 0.248 -0.713 -0.520
H 5.801 -6.455 2.191 -0.553 -0.233 -0.171
C -0.680 0.674 1.746 -0.741 2.363 -0.888
N 0.890 -4.881 -6.026 0.143 -0.172 -0.711
H -2.239 -5.611 -9.281 -0.645 -0.052 0.587
H 1.071 -2.981 -1.649 -0.110 0.548 -0.125
N -4.677 -1.455 -2.388 -0.836 2.011 -0.920
H 5.893 -2.772 -2.038 0.028 0.567 -0.275
H -0.602 -0.738 0.141 0.912 2.043 -0.312
H -0.917 -4.255 2.233 -0.779 0.075 0.053
H -6.706 -1.946 -2.899 -0.167 -1.198 -0.974
H 5.666 10.364 9.670 -0.179 -0.213 0.212
H 3.974 -3.655 -0.378 -0.537 -0.523 -0.960
H -4.716 -6.699 2.762 0.013 0.018 -0.636
H 4.119 -1.569 -6.887 0.435 0.076 0.153
N -0.792 1.323 -0.718 -0.609 -2.595 0.061
C 5.170 8.428 8.949 -0.863 2.508 0.922
C 3.926 1.472 -2.160 0.049 -0.576 -0.150
O 5.777 9.402 6.831 -2.001 -0.684 4.521
H 0.891 -2.342 -7.226 -0.674 0.390 -0.039
H 1.193 -4.654 -8.107 1.179 0.137 1.189
O -0.013 3.987 -0.095 1.785 0.042 -0.462
H 0.173 -4.203 -5.800 -0.992 0.143 0.270
C 6.285 8.659 8.024 -0.268 -0.383 -2.874
O -5.173 0.876 -3.706 0.230 -0.249 0.875
C -1.373 8.322 -3.150 2.658 -0.594 0.740
N 4.451 0.131 -1.753 0.668 1.473 -0.565
H -0.564 -9.237 4.183 -0.469 -0.426 0.098
H -1.627 3.847 -3.072 0.036 -0.497 0.404
O 4.512 -6.232 -2.891 2.143 -1.571 1.357
O -3.520 -4.003 -2.177 0.456 0.193 -0.077
H 0.128 -0.611 -3.618 -0.137 0.801 1.368
C 1.234 4.143 -0.369 -1.835 -0.534 -0.356
H -1.948 -11.909 0.761 0.238 0.565 -0.309
H -0.842 -10.569 0.218 0.374 -0.096 -0.378
N -2.442 -10.172 4.662 1.690 0.849 0.365
O -1.812 -10.252 1.996 0.145 0.118 -0.202
H -0.058 -6.465 -5.206 -0.333 -0.636 -0.552
H -2.054 2.895 2.323 -0.345 0.314 -1.187
H -0.816 -1.019 -2.175 0.239 -0.197 -0.040
F -2.583 0.036 -6.882 0.014 1.533 -0.522
H 1.764 -4.508 5.224 0.839 1.974 -0.462
H 2.413 -2.564 -8.009 0.820 0.392 -1.582
H -1.918 -1.407 2.197 -0.014 0.275 0.170
H -1.414 -3.890 -2.509 -0.605 -0.156 -0.062
F 2.436 -5.219 -1.213 -0.566 -0.376 -0.757
C -0.714 -6.293 -7.292 -1.593 0.441 -0.616
S -2.470 -2.163 -5.580 -0.383 -0.488 1.839
C -3.470 -3.083 -1.114 -0.828 -0.284 -0.023
H 6.200 -4.897 1.542 -1.140 -0.480 -0.236
H 0.828 0.378 0.211 1.342 -0.155 0.187
H 4.572 -5.706 0.986 0.998 -0.199 0.327
C -0.264 1.069 -2.089 1.013 -0.700 -1.069
O 1.755 3.873 -1.485 -0.425 -0.049 -0.331
C 3.801 10.017 10.815 1.537 0.886 -1.237
H 1.001 -2.101 3.464 -0.246 0.163 -0.299
H -5.997 1.852 -0.988 -0.549 -0.981 -1.029
H -5.022 -1.665 -0.397 -0.011 0.096 0.937
H 0.668 5.460 -3.716 0.569 1.511 -0.415
O 2.468 -2.362 -6.018 0.711 0.969 2.105
N -3.084 6.166 1.365 -1.134 -0.562 0.532
H -2.062 -5.374 -1.729 0.184 0.070 -0.087
H 0.236 -5.136 1.230 0.071 0.367 0.165
C -2.693 -9.044 5.674 -0.257 -1.874 0.453
H -1.123 -4.240 -9.416 0.025 -0.382 -0.168
H -2.237 2.355 4.154 -1.632 0.975 0.518
H -2.699 -2.358 -1.272 0.965 0.443 -0.014
H -0.440 -10.808 4.992 0.013 -0.089 -0.323
H -5.244 1.485 0.584 -0.003 0.757 -0.786
H -4.099 2.444 4.367 0.796 0.457 -0.374
O -1.196 -2.880 -5.322 -1.144 0.370 -0.809
C 5.346 -0.649 -2.503 -0.240 2.102 -1.054
H 3.644 -2.569 0.849 -0.782 0.776 1.197
C 4.092 -0.541 -0.671 -1.682 1.185 -1.108
H -2.188 2.987 -7.034 0.089 -0.175 0.810
H -1.383 8.308 -2.039 -0.053 0.252 -0.499
F -0.975 -1.263 -7.590 0.078 0.567 0.019
C -0.840 -10.871 2.789 -0.630 -0.256 1.295
H -2.711 -11.019 5.137 -0.221 -0.607 -0.298
C 0.963 11.403 9.563 2.577 -1.865 4.934
O 4.534 -4.897 2.850 0.657 -1.582 -1.979
C -1.786 -10.813 0.674 -1.285 -0.227 0.272
C -1.220 -5.339 -9.484 -0.370 0.402 0.698
H -0.898 2.787 -8.152 0.873 -0.972 -0.696
N 4.602 -1.724 -0.789 0.696 -2.123 2.410
C -2.148 4.974 1.453 -1.558 -1.375 -1.868
H 6.720 7.676 7.859 -0.088 -0.308 -1.087
H -1.976 -9.082 6.512 -0.061 -0.236 -0.588
H 4.343 7.957 8.465 -0.812 0.112 -0.247
H 4.407 9.919 11.742 -0.111 0.273 -0.773
H -3.529 -0.723 1.928 -0.635 -0.248 0.549
C 2.141 4.689 0.653 -0.188 0.280 0.981
H 0.721 4.276 -2.554 0.000 -0.106 -1.175
H 2.926 1.570 -1.793 -0.857 -0.536 0.058
N 3.273 -3.197 4.216 -0.098 -1.662 -0.344
C 0.051 -4.192 1.762 0.432 -0.357 0.605
H -3.171 -7.178 5.847 -0.098 1.040 -0.206
H -0.017 -3.386 4.248 -1.323 0.716 0.781
H -5.542 3.181 -0.133 0.449 -0.476 0.439
C -1.496 5.969 -2.778 0.146 0.765 -1.956
F 1.114 -4.812 -2.946 0.908 -1.352 0.501
C 5.314 -5.556 1.798 0.016 1.320 0.727
C 0.007 2.851 -5.425 0.867 1.003 -2.419
H 7.643 10.194 5.946 -2.599 0.330 0.425
H 4.755 -3.432 5.749 0.298 0.396 -0.294
H -2.584 6.932 0.987 1.089 0.876 -0.163
O -0.286 3.839 -6.448 -1.291 -0.499 0.374
H -5.558 -3.039 -1.385 -0.838 -0.671 0.071
C 1.575 -2.208 -2.248 0.692 1.124 0.887
H -7.655 6.005 2.562 -0.562 -0.216 -0.285
C 5.422 -1.810 -1.848 0.949 -1.731 -0.863
O -2.128 0.652 1.861 1.900 -0.930 -0.889
H 3.164 -3.761 3.343 0.272 0.960 0.280
H 3.141 9.161 10.814 -0.333 -0.020 -0.465
H 1.642 3.010 -3.996 -0.032 -0.312 0.237
H -1.440 4.723 -4.569 -0.518 0.441 -0.384
H -3.447 6.491 2.283 -0.047 -0.536 -0.321
H -3.364 -3.525 -0.130 0.274 -0.500 0.297
C 1.701 -4.329 -7.143 -1.275 0.244 -1.845
H 5.425 7.855 9.825 0.396 -0.187 0.213
C 3.903 -2.301 -6.103 -1.687 0.803 -1.160
H -1.852 1.221 -0.857 -0.006 -0.338 0.374
C -3.831 2.123 -0.969 0.548 -0.894 -0.509
H 2.932 2.282 2.817 0.361 -1.120 1.166
H -2.597 6.116 -2.806 0.523 -0.303 0.406
H 1.602 4.209 -5.268 -0.779 -0.293 0.771
H -1.065 6.028 -1.767 -0.286 -0.286 -0.071
H -4.093 -1.788 -3.219 -0.775 0.026 0.928
H -2.333 8.485 -3.525 -1.621 0.381 -0.606
C 4.375 -2.818 0.141 -0.289 -0.543 -1.007
N 4.790 9.859 9.499 -1.755 -0.089 1.510
O 1.024 -4.080 2.779 1.516 -0.807 -1.127
O -0.300 -5.993 -8.636 0.922 -0.399 1.129
H 6.847 8.855 5.255 -0.270 1.005 0.330
C 3.059 0.101 3.129 0.552 -0.256 -0.606
O 3.655 -0.695 3.953 0.353 -0.078 1.425
C 3.089 11.441 10.765 0.314 -2.143 -0.016
H -1.242 -7.238 -7.329 0.081 -0.498 0.242
C 1.973 -3.417 4.841 -0.950 -0.199 0.706
H 3.832 1.621 4.312 0.377 0.552 0.501
S 3.645 -5.332 -3.514 0.496 2.518 -0.203
O 2.368 11.779 9.617 0.278 -0.320 -0.336
H -1.961 4.729 0.396 -0.139 -0.087 0.390
H 0.531 2.078 -6.003 0.299 -0.273 0.763